No. 1
{"formula": "C37H60FI2N2O20S2", "method": "wB97M-V/def2-TZVPD", "symbols": ["C", "C", "C", "I", "N", "S", "C", "C", "C", "C", "C", "N", "C", "C", "C", "O", "C", "I", "C", "O", "C", "C", "C", "C", "S", "C", "C", "F", "H", "H", "H", "H", "H", "H", "H", "H", "H", "H", "H", "H", "H", "H", "H", "H", "H", "H", "H", "H", "H", "H", "H", "H", "H", "H", "H", "H", "H", "H", "H", "H", "H", "H", "H", "H", "C", "C", "O", "C", "O", "O", "H", "H", "H", "H", "C", "C", "O", "C", "O", "O", "H", "H", "H", "H", "C", "C", "O", "C", "O", "O", "H", "H", "H", "H", "C", "C", "O", "C", "O", "O", "H", "H", "H", "H", "C", "C", "O", "C", "O", "O", "H", "H", "H", "H", "C", "C", "O", "C", "O", "O", "H", "H", "H", "H"], "coordinates": [[3.878, 3.799, 2.990], [4.197, 3.106, 1.663], [3.800, 1.655, 1.455], [4.012, 0.575, 3.281], [2.425, 1.388, 0.775], [1.259, 2.068, 1.965], [2.259, -0.231, 0.700], [1.210, -0.827, 1.666], [-0.318, -0.815, 1.547], [-1.025, -1.096, 0.233], [-2.535, -0.914, 0.418], [-3.263, -0.823, -0.852], [-2.867, -1.799, -1.864], [-3.443, 0.459, -1.351], [-4.104, 1.453, -0.424], [-3.168, 0.745, -2.482], [2.374, -0.852, -0.724], [4.522, -0.993, -1.166], [1.947, -2.319, -0.699], [2.540, -3.075, -1.730], [1.673, -3.486, -2.770], [1.625, -0.087, -1.813], [1.244, 1.346, -1.464], [2.273, 2.183, -0.693], [1.429, 3.773, -0.563], [3.606, 2.444, -1.440], [3.571, 2.220, -2.945], [4.673, 2.883, -3.456], [4.667, 3.617, 3.717], [2.920, 3.507, 3.421], [3.825, 4.873, 2.813], [5.280, 3.075, 1.547], [3.829, 3.714, 0.851], [4.501, 1.120, 0.824], [0.167, 1.715, 1.287], [3.181, -0.555, 1.169], [1.450, -0.409, 2.642], [1.528, -1.866, 1.752], [-0.647, -1.597, 2.241], [-0.719, 0.102, 1.988], [-0.715, -0.451, -0.594], [-0.889, -2.146, -0.021], [-2.938, -1.748, 1.003], [-2.722, -0.011, 0.999], [-1.919, -1.546, -2.348], [-3.631, -1.851, -2.636], [-2.793, -2.771, -1.373], [-4.353, 1.043, 0.551], [-3.473, 2.336, -0.302], [-5.020, 1.773, -0.922], [0.866, -2.371, -0.839], [2.226, -2.790, 0.242], [0.863, -4.116, -2.383], [2.283, -4.073, -3.453], [1.246, -2.636, -3.315], [2.219, -0.078, -2.725], [0.714, -0.633, -2.061], [0.306, 1.347, -0.894], [1.019, 1.899, -2.373], [2.446, 4.639, -0.556], [3.877, 3.492, -1.343], [4.439, 1.899, -1.022], [2.688, 2.664, -3.409], [3.678, 1.180, -3.233], [-1.306, -7.005, -0.677], [-2.446, -6.030, -0.911], [-2.130, -4.990, 0.040], [-0.816, -5.038, 0.320], [-0.221, -4.215, 0.958], [-0.255, -6.132, -0.212], [-0.972, -7.524, -1.570], [-1.532, -7.724, 0.109], [-2.430, -5.599, -1.913], [-3.432, -6.430, -0.706], [7.974, 2.857, -1.908], [9.364, 2.814, -1.290], [9.067, 2.577, 0.096], [7.867, 1.997, 0.190], [7.403, 1.524, 1.185], [7.229, 2.018, -1.004], [7.911, 2.451, -2.911], [7.538, 3.855, -1.890], [9.960, 1.980, -1.660], [9.924, 3.739, -1.383], [-5.709, -3.841, 1.967], [-4.514, -3.744, 2.903], [-4.370, -5.093, 3.351], [-4.927, -5.914, 2.429], [-4.811, -7.097, 2.409], [-5.620, -5.194, 1.519], [-5.660, -3.174, 1.110], [-6.657, -3.701, 2.488], [-3.601, -3.462, 2.375], [-4.669, -3.087, 3.754], [0.283, 7.044, 2.633], [-0.095, 7.825, 1.385], [1.165, 7.870, 0.686], [1.928, 6.855, 1.095], [2.947, 6.498, 0.574], [1.385, 6.243, 2.168], [-0.501, 6.395, 3.011], [0.643, 7.688, 3.435], [-0.815, 7.298, 0.757], [-0.452, 8.833, 1.575], [-4.659, -11.114, -1.481], [-4.111, -10.575, -0.167], [-3.907, -9.189, -0.483], [-4.730, -8.855, -1.503], [-4.925, -7.734, -1.860], [-5.284, -9.951, -2.043], [-5.398, -11.901, -1.371], [-3.869, -11.441, -2.158], [-4.832, -10.637, 0.648], [-3.169, -11.019, 0.140], [-4.363, 7.433, -0.039], [-5.292, 8.635, -0.133], [-4.698, 9.540, 0.807], [-3.401, 9.227, 0.958], [-2.593, 9.873, 1.545], [-3.126, 8.047, 0.348], [-4.226, 6.903, -0.977], [-4.665, 6.734, 0.743], [-5.275, 9.097, -1.120], [-6.317, 8.433, 0.162]], "forces_ev_per_a": [[-0.1, 0.2, 0.0], [0.2, 0.0, 0.1], [-0.2, -0.3, -0.3], [0.4, -0.1, 0.5], [-0.1, 0.0, 0.4], [0.2, 0.1, -0.2], [0.0, 0.0, -0.3], [0.0, -0.1, -0.1], [-0.2, 0.0, 0.2], [-0.5, -0.1, 0.1], [-0.3, -0.2, 0.1], [0.4, 0.1, 0.0], [-0.1, -0.2, 0.2], [-0.2, -0.3, 1.0], [0.0, 0.2, 0.0], [0.1, 0.3, -1.2], [0.1, 0.6, 0.2], [0.1, 0.3, 0.0], [-0.1, -0.7, -0.3], [0.0, 0.1, -0.1], [0.0, 0.0, 0.0], [0.3, 0.1, -0.4], [0.0, -0.3, 0.3], [-0.1, 0.2, -0.3], [-0.5, 0.1, 0.0], [0.0, -0.1, 0.3], [-0.1, 0.1, 0.0], [0.3, 0.1, -0.1], [-0.1, -0.1, 0.1], [0.1, 0.0, 0.0], [0.0, 0.0, 0.0], [0.1, 0.1, 0.0], [-0.2, 0.1, -0.3], [0.1, 0.2, -0.2], [-0.1, 0.1, -0.2], [-0.1, 0.1, 0.1], [0.0, -0.1, 0.0], [0.0, 0.0, -0.1], [0.0, 0.0, 0.0], [0.0, 0.1, -0.1], [0.1, -0.1, 0.1], [0.3, 0.2, -0.2], [0.1, 0.0, 0.0], [0.0, 0.0, -0.1], [0.0, 0.0, 0.0], [0.0, 0.0, 0.0], [0.0, 0.0, -0.1], [-0.1, 0.0, 0.0], [0.0, 0.0, 0.0], [0.0, 0.0, 0.0], [0.0, 0.0, 0.4], [0.0, 0.0, 0.0], [0.0, 0.0, 0.0], [-0.1, 0.0, 0.0], [0.0, 0.0, 0.0], [-0.1, -0.1, 0.0], [0.0, 0.1, 0.0], [0.1, 0.1, 0.0], [-0.1, -0.1, 0.0], [0.2, -0.1, 0.2], [0.0, 0.0, 0.2], [0.2, -0.3, 0.0], [0.0, 0.0, 0.0], [-0.1, -0.1, 0.0], [-0.1, 0.0, 0.0], [0.0, -0.1, 0.0], [-0.1, 0.3, 0.1], [0.1, -0.1, 0.1], [-0.2, 0.1, -0.1], [0.1, -0.1, 0.0], [0.1, 0.1, 0.0], [0.0, 0.0, 0.0], [0.0, 0.0, 0.0], [0.0, 0.0, 0.1], [0.0, 0.0, 0.2], [-0.1, 0.0, -0.1], [0.2, 0.1, 0.0], [-0.3, -0.2, 0.2], [-0.1, 0.1, -0.2], [-0.1, 0.1, -0.1], [0.0, -0.1, 0.0], [0.0, 0.0, 0.0], [0.0, 0.0, 0.0], [0.0, 0.0, 0.1], [0.1, 0.1, 0.1], [0.0, 0.1, -0.1], [0.0, 0.0, 0.0], [0.1, -0.1, -0.1], [0.0, 0.1, 0.0], [-0.1, -0.1, -0.1], [0.0, 0.0, 0.0], [0.0, 0.0, 0.0], [0.0, 0.0, 0.0], [0.0, -0.1, 0.1], [0.0, 0.1, 0.0], [0.1, -0.1, 0.1], [0.1, 0.1, -0.1], [0.0, -0.2, 0.0], [-0.1, 0.0, 0.0], [0.0, 0.0, 0.1], [0.0, -0.1, -0.1], [0.0, 0.0, 0.0], [0.0, 0.0, 0.1], [0.1, 0.0, 0.0], [0.1, 0.0, 0.1], [-0.1, 0.0, -0.1], [0.1, 0.0, 0.0], [0.0, 0.1, 0.1], [0.1, -0.1, -0.1], [-0.1, 0.0, -0.1], [-0.1, 0.0, 0.0], [0.0, 0.0, 0.0], [0.0, 0.0, 0.0], [0.0, 0.0, 0.0], [-0.1, 0.1, 0.0], [0.1, -0.1, 0.0], [-0.1, 0.1, 0.0], [0.1, 0.0, 0.1], [-0.1, 0.0, 0.0], [-0.1, -0.2, 0.0], [0.0, 0.0, 0.0], [0.0, 0.0, 0.0], [0.0, 0.0, 0.0], [0.0, 0.0, 0.1]], "e_homo_ev": -11.5, "charge": 1}

No. 2
{"formula": "C37H61BaN6Si2", "method": "wB97M-V/def2-TZVPD", "symbols": ["Ba", "N", "C", "C", "N", "C", "C", "N", "H", "H", "H", "H", "H", "H", "H", "H", "H", "H", "H", "H", "H", "C", "C", "C", "C", "C", "C", "C", "C", "N", "C", "C", "C", "C", "N", "C", "C", "C", "C", "C", "C", "C", "C", "H", "H", "H", "H", "H", "H", "H", "H", "H", "H", "H", "H", "H", "H", "H", "H", "H", "H", "H", "H", "H", "H", "H", "H", "N", "C", "C", "C", "C", "C", "C", "H", "H", "H", "H", "H", "C", "Si", "C", "C", "C", "Si", "C", "C", "C", "H", "H", "H", "H", "H", "H", "H", "H", "H", "H", "H", "H", "H", "H", "H", "H", "H", "H", "H"], "coordinates": [[-0.705, 0.215, -0.564], [-0.203, -1.636, 1.631], [-0.023, -1.083, 2.969], [-0.792, 0.225, 3.114], [-0.479, 1.190, 2.070], [0.723, 1.998, 2.242], [1.932, 1.473, 1.467], [1.649, 1.421, 0.035], [0.409, -2.424, 1.494], [-1.167, -1.938, 1.446], [-0.356, -1.752, 3.772], [1.047, -0.911, 3.129], [-1.858, 0.001, 3.029], [-0.614, 0.633, 4.120], [-1.278, 1.796, 1.922], [0.502, 3.008, 1.889], [1.010, 2.077, 3.301], [2.799, 2.103, 1.715], [2.168, 0.457, 1.796], [1.567, 2.349, -0.370], [2.368, 0.917, -0.469], [1.450, -4.181, -0.291], [2.635, -3.490, 0.338], [3.223, -3.978, 1.497], [4.353, -3.376, 2.033], [4.916, -2.289, 1.390], [4.349, -1.756, 0.233], [5.019, -0.594, -0.457], [3.184, -2.346, -0.265], [2.465, -1.794, -1.350], [2.581, -2.299, -2.492], [3.604, -3.343, -2.833], [1.594, -1.903, -3.571], [1.900, -2.327, -4.980], [0.523, -1.351, -3.211], [-0.497, -1.044, -4.155], [-1.703, -1.753, -4.018], [-1.841, -2.861, -3.017], [-2.763, -1.395, -4.841], [-2.628, -0.393, -5.791], [-1.424, 0.273, -5.927], [-0.340, -0.028, -5.106], [0.924, 0.785, -5.239], [1.007, -4.897, 0.401], [1.751, -4.734, -1.187], [0.679, -3.474, -0.605], [2.791, -4.848, 1.978], [4.802, -3.768, 2.937], [5.819, -1.835, 1.785], [6.097, -0.756, -0.509], [4.862, 0.339, 0.088], [4.650, -0.454, -1.473], [4.230, -3.569, -1.973], [4.237, -2.990, -3.649], [3.125, -4.263, -3.173], [2.803, -1.833, -5.348], [1.073, -2.079, -5.640], [2.073, -3.403, -5.024], [-1.989, -2.450, -1.994], [-0.958, -3.507, -3.007], [-2.716, -3.469, -3.246], [-3.711, -1.903, -4.712], [-3.473, -0.118, -6.410], [-1.323, 1.076, -6.650], [1.491, 0.497, -6.131], [1.582, 0.678, -4.377], [0.679, 1.843, -5.331], [-2.692, -1.110, -0.445], [-3.931, -1.075, -0.912], [-4.869, -2.184, -0.855], [-6.138, -2.139, -1.402], [-6.623, -1.002, -2.061], [-5.763, 0.100, -2.145], [-4.492, 0.076, -1.605], [-4.520, -3.085, -0.355], [-6.779, -3.016, -1.317], [-7.623, -0.974, -2.482], [-6.101, 1.004, -2.651], [-3.854, 0.955, -1.701], [-3.786, 2.192, 1.170], [-2.776, 3.602, 0.405], [-4.107, 4.664, -0.421], [-2.154, 4.595, 1.913], [-1.363, 3.145, -0.646], [-1.208, 3.621, -2.380], [-2.175, 2.529, -3.576], [0.637, 3.488, -2.853], [-1.674, 5.387, -2.908], [-4.392, 2.581, 1.998], [-3.205, 1.341, 1.549], [-4.464, 1.755, 0.429], [-4.955, 4.803, 0.258], [-4.487, 4.169, -1.324], [-3.727, 5.650, -0.709], [-2.976, 5.152, 2.378], [-1.376, 5.312, 1.627], [-1.737, 3.938, 2.688], [-0.453, 3.516, -0.143], [-1.999, 1.457, -3.428], [-1.934, 2.765, -4.620], [-3.252, 2.682, -3.443], [1.011, 2.460, -2.743], [1.236, 4.136, -2.200], [0.825, 3.796, -3.888], [-2.760, 5.528, -2.878], [-1.338, 5.598, -3.931], [-1.225, 6.132, -2.240]], "forces_ev_per_a": [[-0.9, -0.7, -1.1], [0.0, 0.0, 0.2], [0.0, 0.0, -0.1], [0.0, 0.0, 0.0], [0.0, 0.3, 0.2], [0.1, -0.1, 0.0], [0.0, -0.1, 0.1], [0.9, 0.5, 0.3], [0.1, -0.2, 0.0], [0.0, 0.2, -0.1], [0.0, 0.0, 0.0], [0.0, 0.0, 0.0], [0.0, 0.0, 0.0], [0.0, 0.0, 0.0], [0.1, 0.0, 0.0], [0.0, 0.0, 0.0], [-0.1, 0.0, 0.0], [0.0, 0.0, 0.0], [0.0, 0.0, 0.0], [0.0, 0.0, 0.0], [0.1, 0.0, 0.0], [0.0, 0.0, 0.1], [-0.1, 0.0, 0.0], [0.0, 0.0, 0.0], [0.0, 0.0, 0.0], [0.0, 0.0, 0.0], [-0.1, 0.0, 0.0], [-0.1, 0.0, 0.0], [0.1, 0.1, 0.2], [-0.1, 0.5, 0.8], [0.0, -0.3, -0.8], [0.1, -0.1, -0.2], [0.4, -0.3, -0.2], [0.1, 0.0, -0.1], [-0.4, 0.4, 0.3], [-0.2, 0.1, 0.0], [0.0, 0.0, 0.0], [0.0, 0.0, 0.1], [0.0, 0.0, 0.0], [0.0, 0.0, 0.0], [0.0, -0.1, 0.0], [0.0, 0.0, 0.1], [0.0, -0.1, 0.0], [0.0, 0.0, 0.0], [0.0, 0.0, 0.1], [0.0, 0.0, 0.0], [0.0, 0.0, 0.0], [0.0, 0.0, 0.0], [0.0, 0.0, 0.0], [0.0, 0.0, 0.0], [-0.1, 0.0, 0.0], [0.0, 0.0, 0.0], [0.0, 0.0, -0.1], [0.0, 0.0, 0.0], [0.0, 0.0, 0.0], [0.0, 0.0, 0.0], [0.0, 0.0, 0.0], [0.0, 0.0, 0.0], [0.0, 0.0, -0.1], [0.0, 0.0, 0.0], [0.0, 0.0, 0.0], [0.0, 0.0, 0.0], [0.0, 0.0, 0.0], [0.0, 0.0, 0.0], [0.0, 0.0, 0.0], [0.0, 0.0, 0.0], [0.0, 0.0, 0.0], [-0.4, 0.1, 0.1], [0.1, -0.3, 0.1], [0.0, 0.1, -0.1], [0.1, 0.0, 0.0], [0.0, 0.0, 0.0], [0.0, 0.0, 0.0], [0.0, -0.1, 0.0], [0.0, 0.0, 0.0], [0.0, 0.0, 0.0], [0.0, 0.0, 0.0], [0.0, 0.0, 0.0], [0.0, 0.0, 0.0], [0.0, -0.1, 0.0], [0.0, -0.1, 0.0], [0.0, 0.1, -0.1], [0.0, 0.0, 0.0], [0.1, 0.2, 0.1], [0.1, 0.0, 0.1], [-0.1, 0.0, 0.0], [0.1, -0.1, 0.0], [0.0, 0.1, 0.0], [0.0, 0.0, 0.0], [-0.1, 0.1, 0.0], [0.1, 0.0, 0.1], [0.0, 0.0, 0.0], [0.0, 0.1, 0.1], [0.0, -0.1, 0.0], [0.0, -0.1, 0.0], [-0.1, 0.0, 0.0], [0.0, 0.1, -0.1], [-0.1, 0.0, 0.0], [0.0, 0.1, 0.0], [0.0, 0.0, 0.1], [0.1, 0.0, 0.0], [0.0, 0.1, 0.0], [0.0, 0.0, 0.0], [0.0, 0.0, 0.1], [0.1, 0.0, 0.0], [0.0, 0.0, 0.1], [0.0, -0.1, -0.1]], "e_above_lowest_kcal_mol": 30.3, "e_homo_ev": -1.7, "charge": -1}

| no. | lowest unoccupied orbital energy (Ha) | HOMO-LUMO gap (eV) |
| --- | --- | --- |
| 1 | -0.092 | 8.97 |
| 2 | 0.066 | 3.46 |